Entry 1:
{
  "formula": "C8H5N4S",
  "method": "ωB97M-V with the def2-TZVPD basis set",
  "species": ["C", "C", "C", "C", "C", "C", "C", "C", "N", "N", "N", "N", "S", "H", "H", "H", "H", "H"],
  "xyz": [[1.081023, 0.538188, 0.068902], [0.877572, -0.574847, 0.839458], [0.135290, 0.929505, -0.854371], [-0.357963, -1.313542, 0.746182], [-1.134061, 0.233176, -0.971219], [-1.363385, -0.865384, -0.143017], [-4.158750, 0.103704, 0.199079], [-2.597176, -1.641928, -0.194070], [-5.477066, 0.183125, 0.069672], [-3.485953, 1.260831, 0.211485], [-5.621309, 1.506625, 0.196760], [-4.496414, 2.101947, 0.274106], [-2.933546, -3.194371, -0.201349], [1.999318, 0.938963, 0.193783], [1.748845, -0.800680, 1.427188], [0.358452, 1.693943, -1.466271], [-0.661357, -2.188331, 1.205769], [-1.863035, 0.433634, -1.599754]],
  "atomic_forces_ev_per_a": [[-2.9, -1.6, -0.6], [-2.0, -1.6, 0.3], [-2.8, -3.1, 1.2], [1.4, 2.8, -1.5], [5.2, -0.4, 3.5], [1.2, -0.4, 0.2], [2.7, -2.4, -1.8], [-2.4, 2.6, 0.9], [1.4, -0.7, 0.7], [-0.3, -1.8, 0.6], [-2.2, 0.2, -0.2], [0.6, 2.4, 0.0], [0.1, 0.3, -0.1], [2.7, 1.9, -0.1], [-0.3, -0.8, 0.7], [0.4, 2.7, -2.2], [0.3, -1.7, 1.5], [-3.1, 1.6, -3.1]],
  "total_energy_ev": -25168.4143,
  "homo_lumo_gap_ha": [0.265, 0.265],
  "fmax_ev_per_a": 6.31,
  "spin_multiplicity": 1,
  "charge": -1
}

=====

Entry 2:
{
  "formula": "Br2",
  "method": "ωB97M-V with the def2-TZVPD basis set",
  "species": ["Br", "Br"],
  "xyz": [[0.670340, 0.115716, -0.935837], [-0.670340, -0.115716, 0.935837]],
  "atomic_forces_ev_per_a": [[-0.3, -0.1, 0.4], [0.3, 0.1, -0.4]],
  "total_energy_ev": -140084.6324,
  "homo_lumo_gap_ha": 0.320,
  "fmax_ev_per_a": 0.56,
  "spin_multiplicity": 1,
  "relative_energy_kj_mol": 0.0,
  "smiles": "BrBr"
}